No. 1
ORCA calculation (ωB97M-V with the def2-TZVPD basis set) on 2 unconnected molecules or ions with the total composition CH3NO4 at a distorted geometry.

Its calculated total energy is -395.20783 hartree. The energy relative to the best compared isomer or geometry (same formula, charge and spin) comes out at 215.9 kcal per mole.

Last columns: bonded neighbours and bond lengths (Å).
Atoms and positions in Å:
1 C 0.052 -0.093 0.147  N3 1.455, H4 1.177, H5 1.184, H7 1.147
2 O 2.038 -1.395 0.241  N3 1.170
3 N 1.200 -0.755 0.748  C1 1.455, O2 1.170
4 H -0.350 -0.639 -0.815  C1 1.177
5 H -0.915 -0.101 0.831  C1 1.184
6 O 2.504 0.862 0.911  O9 1.292
7 H 0.315 0.935 -0.287  C1 1.147
8 O 3.085 -0.281 -0.848  O9 1.298
9 O 2.647 0.845 -0.373  O6 1.292, O8 1.298

No. 2
ORCA calculation (ωB97M-V with the def2-TZVPD basis set) on 2 unconnected molecules or ions with the total composition CH3NO4 at a distorted geometry.

Its calculated total energy is -395.32022 hartree. Its multiplicity is 3. The energy relative to the best compared isomer or geometry (same formula, charge and spin) comes out at 2.3 kcal per mole.

Last columns: bonded neighbours and bond lengths (Å).
Atoms and positions in Å:
1 O 1.089 1.223 -0.305  C4 1.164
2 H 2.051 -1.369 1.829  O7 0.972
3 H -1.822 1.983 -0.547  O6 0.969
4 C 0.215 0.456 -0.327  O1 1.164, N8 1.282
5 O 0.739 -1.470 0.508  O7 1.365
6 O -1.900 1.164 -1.059  H3 0.969, N8 1.417
7 O 2.057 -1.449 0.861  H2 0.972, O5 1.365
8 N -1.031 0.201 -0.486  C4 1.282, O6 1.417, H9 1.010
9 H -1.398 -0.740 -0.475  N8 1.010

Question: The lowest energy relative to the best compared isomer or geometry (same formula, charge and spin) belongs to which entry?
Answer: number 2

Question: Number 2 is which compound?
Answer: CH3NO4

Question: The lowest calculated total energy belongs to which entry?
Answer: number 2

What did the second record say?
ORCA calculation (ωB97M-V with the def2-TZVPD basis set) on 2 unconnected molecules or ions with the total composition CH3NO4 at a distorted geometry.

Its calculated total energy is -395.32022 hartree. Its multiplicity is 3. The energy relative to the best compared isomer or geometry (same formula, charge and spin) comes out at 2.3 kcal per mole.

Last columns: bonded neighbours and bond lengths (Å).
Atoms and positions in Å:
1 O 1.089 1.223 -0.305  C4 1.164
2 H 2.051 -1.369 1.829  O7 0.972
3 H -1.822 1.983 -0.547  O6 0.969
4 C 0.215 0.456 -0.327  O1 1.164, N8 1.282
5 O 0.739 -1.470 0.508  O7 1.365
6 O -1.900 1.164 -1.059  H3 0.969, N8 1.417
7 O 2.057 -1.449 0.861  H2 0.972, O5 1.365
8 N -1.031 0.201 -0.486  C4 1.282, O6 1.417, H9 1.010
9 H -1.398 -0.740 -0.475  N8 1.010